Density functional theory data (the ωB97M-V functional and the def2-TZVPD basis) for a cluster of 9 separate species, C19H33N6O6 in total in a non-equilibrium geometry.

Summary:
2S+1: 2
Frontier orbital gap (spin up / spin down), eV: 7.915 / 3.740
M, g mol⁻¹: 441.5
LUMO (spin up / spin down), eV: -1.91 / -6.09
HOMO (spin up / spin down), eV: -9.8 / -9.8

```
64
C19H33N6O6 the ωB97M-V functional and the def2-TZVPD basis
H 3.567 -19.738 35.790
H 7.155 -19.071 37.539
H 6.723 -21.117 38.660
C 3.734 -18.723 39.793
H 2.118 -16.261 40.915
H 2.956 -19.379 40.184
N 9.184 -24.569 36.386
H 0.224 -22.333 36.484
H 6.941 -17.694 34.021
H 6.972 -22.529 35.100
H 2.343 -26.548 37.522
H 6.353 -23.249 36.556
H 6.611 -17.596 38.369
H 1.179 -22.196 35.055
N 2.639 -18.484 32.979
C 6.900 -23.473 35.640
C 2.694 -18.713 34.098
H 8.478 -23.963 39.162
C 7.170 -20.946 39.639
C 8.773 -22.921 39.286
H 3.140 -15.225 40.103
H 4.692 -22.621 41.048
C 8.158 -24.120 36.010
O 6.949 -16.265 36.012
H 1.844 -19.195 36.051
C 6.641 -18.314 34.866
H 9.816 -22.902 39.604
C 2.070 -25.512 37.322
C 1.342 -25.379 36.061
H 3.152 -22.606 41.969
C 3.193 -17.333 39.381
C 7.879 -22.137 40.184
C 3.103 -16.258 40.448
O 4.343 -23.036 38.427
H 8.751 -22.567 38.255
N 4.890 -20.067 42.852
H 4.445 -18.702 40.619
H 4.264 -19.281 39.021
H 3.114 -18.092 35.972
N -0.677 -19.658 34.807
H 1.516 -25.039 38.133
H 5.467 -18.509 37.378
H 7.763 -20.034 39.571
H 4.678 -23.270 42.619
H 3.923 -16.312 41.164
O 4.558 -21.191 37.414
O 2.616 -21.979 37.746
C 0.153 -22.132 35.415
N 3.876 -22.075 37.851
C 6.742 -17.491 36.128
H -0.406 -22.959 34.977
C 2.783 -19.029 35.523
C 4.233 -22.472 42.025
O 2.925 -17.118 38.213
N 0.831 -25.260 35.008
C -0.349 -20.768 35.066
H 7.358 -19.131 34.940
H 6.365 -20.750 40.347
C 6.508 -18.198 37.466
H 5.621 -18.660 34.695
C 4.575 -21.105 42.501
O 7.800 -22.448 41.347
H 6.294 -24.250 35.174
H 2.996 -24.937 37.300
```

Density functional theory data (the ωB97M-V functional and the def2-TZVPD basis) for a structure of composition C19H33N9OSc.

Summary:
2S+1: 1
Frontier orbital gap, eV: 8.552
M, g mol⁻¹: 448.5
Relative energy (zero: lowest compared OMol25 entry of this formula, charge and spin), eV: 0.000
LUMO, eV: -8.60
Total charge: +3
HOMO, eV: -17.2

```
63
C19H33N9OSc the ωB97M-V functional and the def2-TZVPD basis
C -3.243 1.524 -0.944
N 0.455 0.929 -2.712
H 5.525 -1.024 2.457
H 0.558 -0.062 -2.924
H 1.922 -1.083 -0.737
C -0.531 -2.299 -0.713
N 0.761 1.038 1.691
H 1.348 1.352 -2.955
O -0.761 -1.145 -1.195
H -0.593 0.957 -4.579
H 0.246 3.647 -2.332
H 4.450 -1.121 0.233
N 2.018 -0.114 -0.431
H -0.355 2.516 -3.846
N -2.072 0.428 0.865
H -0.782 -3.722 -2.326
H 0.882 -5.497 1.596
H -4.012 2.244 -1.236
N 0.336 3.051 -0.333
C -0.762 -5.992 -0.466
H 2.630 0.340 -1.107
H -2.419 -0.481 0.565
H -0.001 3.399 0.565
H 0.142 -6.492 -0.811
C -1.938 1.340 -2.959
H 4.382 0.084 4.343
H -4.072 1.189 1.019
C -3.111 1.440 0.567
C 0.166 1.671 2.693
H 1.330 3.272 -0.318
N -0.554 -4.546 -0.388
H 2.396 1.343 5.202
H -2.204 -3.557 -1.275
C 4.541 -0.594 2.328
C 3.910 0.018 3.372
H 0.160 2.348 4.732
H -2.797 2.394 0.998
C 1.939 1.262 4.223
H 1.411 -3.931 2.104
H -2.310 3.724 -0.668
C 2.627 0.590 3.193
C -0.589 1.479 -3.622
C 0.711 1.814 3.972
C 0.204 -3.913 0.495
C 3.926 -0.654 1.059
H -1.567 -6.187 -1.168
H -0.809 2.105 2.487
H -2.201 0.283 -2.900
N 0.236 -2.543 0.329
H -1.936 0.342 1.869
C -1.112 -3.564 -1.297
H -0.307 4.885 -1.231
C 2.687 -0.114 0.863
H -1.065 -6.377 0.508
N 0.887 -4.499 1.459
C 2.004 0.509 1.927
H -2.710 1.838 -3.553
N -1.934 1.866 -1.567
H -3.558 0.553 -1.329
C -0.327 3.811 -1.424
H -2.251 3.798 -2.412
Sc -0.140 0.780 -0.414
C -1.768 3.351 -1.539
```

Density functional theory data (the ωB97M-V functional and the def2-TZVPD basis) for a structure of composition C19H34AsN2O8Si2Ta in a non-equilibrium geometry.

Summary:
2S+1: 1
Frontier orbital gap, eV: 7.628
M, g mol⁻¹: 730.5
Relative energy (zero: lowest compared OMol25 entry of this formula, charge and spin), eV: 0.649
LUMO, eV: -6.49
Total charge: +2
HOMO, eV: -14.1

```
67
C19H34AsN2O8Si2Ta the ωB97M-V functional and the def2-TZVPD basis
H -2.439 3.974 2.147
C 1.598 2.239 2.475
H 1.763 -3.013 -3.098
H 0.465 4.791 3.151
H 4.021 -3.145 2.895
H 1.313 -3.318 -1.418
H 1.965 -1.741 -1.901
C -4.732 -0.221 -0.101
C -4.126 -0.980 -3.055
Si -3.906 -1.372 -1.275
H 1.576 -3.648 2.464
H -2.623 2.937 3.579
H 0.434 3.640 4.523
C 3.386 2.403 -1.233
C -0.144 4.087 3.716
H 3.956 0.504 1.123
C -2.139 3.036 2.610
H 0.390 -0.207 -4.071
C 3.054 0.437 1.738
N 2.660 -1.973 1.846
O 1.348 4.722 0.474
H 3.350 0.427 2.786
H -4.529 -3.762 -1.444
C 1.933 -3.208 1.534
H -4.095 0.101 -3.201
As -1.567 -0.828 -0.845
O 4.340 1.709 -1.075
Si -0.403 -2.068 -2.667
H 4.716 -1.655 2.264
O 1.537 0.732 -1.933
C 0.104 2.221 2.198
H 3.647 -1.620 3.694
H -1.020 -3.987 -3.947
C 2.297 -0.820 1.342
H 1.093 -2.977 0.890
C 1.060 2.881 -1.068
C 3.833 -2.090 2.729
H -4.470 -3.199 0.233
H -1.365 -0.319 -4.143
C -0.447 -0.906 -4.109
O 2.241 1.547 1.428
H -1.178 -4.374 -2.231
H -0.369 -1.468 -5.044
H 1.767 1.764 3.447
H 2.603 -3.910 1.040
H -0.985 4.618 4.149
H -2.983 -3.579 -0.627
H -4.268 -0.289 0.884
H -2.411 2.204 1.972
H -5.789 -0.481 0.009
Ta 0.174 0.735 -0.542
O 1.338 -0.729 0.525
N -0.683 3.050 2.815
C 3.230 3.924 -0.934
O -0.273 2.571 -1.046
C 1.318 -2.563 -2.205
O 4.004 4.796 -1.132
H 1.972 3.261 2.519
H -4.673 0.813 -0.445
C -3.972 -3.142 -0.738
C -1.377 -3.608 -2.983
H -3.363 -1.430 -3.687
O -0.348 1.338 1.389
H -5.098 -1.341 -3.403
C 1.973 1.961 -1.525
C 1.767 4.037 -0.409
H -2.455 -3.485 -3.060
```

Density functional theory data (the ωB97M-V functional and the def2-TZVPD basis) for a cluster of 3 separate species, C19H34F5N3O9S in total in a non-equilibrium geometry.

Summary:
2S+1: 1
SMILES: N#CO[C@H]1C(=O)OC[C@@H]1S(=O)(=O)C(F)(F)C(F)(F)F.COCCNCCOC.COCCNCCOC
Frontier orbital gap, eV: 8.244
M, g mol⁻¹: 575.6
LUMO, eV: -0.61
HOMO, eV: -8.9

```
71
C19H34F5N3O9S the ωB97M-V functional and the def2-TZVPD basis
H -3.001 3.600 -3.772
F 6.347 0.306 -3.145
F 6.507 -2.278 -2.132
O 1.629 -2.042 1.278
N 8.396 0.874 3.442
H -1.331 -1.171 -0.161
H 1.315 -4.047 1.051
H 6.216 -2.234 3.513
N -1.109 -0.590 1.868
F 8.462 -1.036 -1.877
H 0.039 -3.200 1.911
O 8.465 -1.017 1.011
C 7.117 -1.209 -1.398
C -3.151 -1.566 0.875
C -2.991 -3.405 2.380
C -3.575 4.505 -1.841
C 6.346 0.165 -1.709
H -3.754 -1.184 1.707
H 5.191 -0.348 1.140
H -3.631 1.488 -3.363
H 0.186 -3.039 0.129
H 2.095 -0.185 0.645
N -4.912 3.945 -1.625
O 3.395 -0.790 3.915
H -2.236 -2.992 3.053
C -3.084 1.404 -2.420
C 0.732 -3.123 1.072
C -2.614 3.726 -2.755
H -2.507 0.476 -2.440
C 1.191 -0.797 0.742
S 7.230 -1.672 0.408
H -3.109 4.583 -0.855
C 4.146 -1.538 3.242
O -2.182 2.480 -2.217
C 7.334 0.326 3.670
O 5.963 -0.049 3.675
H -1.708 4.332 -2.855
H -6.045 1.552 -0.431
O -6.614 1.602 -2.430
C 5.687 -1.351 1.385
H -1.002 -1.510 2.284
H 0.807 -0.922 -0.276
H -7.560 3.363 -1.777
H -7.584 3.025 -3.509
C -6.804 1.141 -1.101
H 5.088 -3.657 1.195
H -2.211 0.293 0.321
H -3.776 1.333 -1.579
H 0.116 0.998 1.277
H -4.808 3.026 -1.207
H -5.142 3.361 -3.652
C -1.907 -0.707 0.647
O 7.511 -3.174 0.442
H -3.993 -3.156 2.745
H -6.014 4.830 -3.170
C -5.713 3.830 -2.843
C 4.643 -2.590 1.257
O -2.799 -2.939 1.053
F 4.969 0.159 -1.334
O 3.835 -2.716 2.487
H -6.704 0.054 -1.103
F 7.030 1.328 -1.228
H -3.772 -1.519 -0.026
H 0.689 0.054 2.643
C 0.225 -0.024 1.655
H -3.681 5.527 -2.221
H -2.887 -4.491 2.376
H 4.018 -2.467 0.305
C 5.755 -1.322 2.994
C -6.961 2.977 -2.610
H -7.803 1.395 -0.733
```

Density functional theory data (the ωB97M-V functional and the def2-TZVPD basis) for a structure of composition C19H34F6OP2Zr in a non-equilibrium geometry.

Summary:
2S+1: 1
Frontier orbital gap, eV: 6.067
M, g mol⁻¹: 545.6
Relative energy (zero: lowest compared OMol25 entry of this formula, charge and spin), eV: 0.000
LUMO, eV: -7.58
Total charge: +2
HOMO, eV: -13.6

```
63
C19H34F6OP2Zr the ωB97M-V functional and the def2-TZVPD basis
H 2.118 -1.819 -3.083
H 1.393 0.211 -4.230
F 1.229 -0.364 5.725
H 1.741 -3.328 -2.208
F 0.659 3.106 3.506
H -1.685 3.019 -2.177
H -1.013 -3.753 -4.164
C -1.527 0.284 -0.610
H 1.046 3.494 -3.868
H 1.292 -3.170 2.327
H 1.471 3.573 -2.126
H 0.062 -2.944 3.601
H 1.438 -2.668 0.017
H 1.049 -0.151 -1.500
C 1.486 -0.543 -0.545
C 0.794 -1.798 -0.141
C 0.337 0.476 -4.058
C -0.365 2.678 4.285
F -0.445 3.497 5.374
H -2.394 -2.950 -3.347
H -2.597 -1.574 -0.489
H 2.511 1.101 0.413
C -1.380 2.367 -3.008
C -1.632 -1.184 -0.130
C 1.405 2.920 -3.004
H -1.266 -0.298 5.816
C -0.894 1.387 0.212
H 1.363 -3.191 -3.940
C 1.397 -2.642 -2.991
H -1.339 1.370 6.479
H -0.846 -3.142 -0.612
F -1.508 2.860 3.554
H 0.795 2.736 0.336
H -2.330 0.923 5.052
H -1.622 -0.525 -3.972
P -0.273 -2.046 -2.647
C -0.236 1.174 4.649
C 0.870 -2.432 3.042
P 0.231 1.595 -2.597
H -0.969 0.197 -1.579
H -2.166 1.617 -3.180
H 2.517 -0.782 -0.873
H -1.742 -1.352 1.017
C 1.518 0.621 0.480
H -1.253 2.973 -3.917
H -1.423 -4.159 -2.478
H 1.641 -2.119 3.768
O -0.197 0.429 3.425
C -1.371 0.759 5.565
H 1.591 0.245 1.607
H -1.601 2.002 0.786
H -0.384 -1.356 -4.890
Zr -0.046 -0.788 1.984
F 2.171 1.141 4.449
C -0.529 -2.097 -0.796
F 1.377 1.715 6.421
H 0.010 1.088 -4.918
C -0.551 -0.781 -3.965
C -1.385 -3.354 -3.214
H -2.538 0.610 -0.925
H 2.393 2.489 -3.216
C 1.146 0.946 5.323
C 0.459 1.706 0.186
```

Density functional theory data (the ωB97M-V functional and the def2-TZVPD basis) for a structure of composition C19H34GdN6O7 in a non-equilibrium geometry.

Summary:
2S+1: 8
Frontier orbital gap (spin up / spin down), eV: 7.324 / 7.153
M, g mol⁻¹: 615.8
Relative energy (zero: lowest compared OMol25 entry of this formula, charge and spin), eV: 0.000
LUMO (spin up / spin down), eV: -4.06 / -4.35
Total charge: +1
HOMO (spin up / spin down), eV: -11.4 / -11.5

```
67
C19H34GdN6O7 the ωB97M-V functional and the def2-TZVPD basis
C 3.297 -0.223 0.100
N -0.878 2.757 0.869
H 0.744 -1.446 -0.026
H -4.126 -3.601 1.604
C -1.115 -2.264 -0.804
H -1.790 -6.701 -0.046
C -1.673 0.359 -1.255
H -3.538 -4.101 -0.704
C -2.617 -0.597 -1.645
H -1.867 1.429 -1.393
H -2.896 5.714 -1.118
C -2.911 -4.497 0.106
O -1.103 2.306 2.068
N 2.955 0.743 -0.742
H -2.314 5.029 -2.652
C -0.223 -1.226 -0.487
O 1.328 4.944 0.090
O 2.834 3.413 -1.438
H 3.606 2.019 -1.902
H 2.437 -2.403 1.662
N 1.497 0.640 1.358
O 0.538 0.343 2.294
H -0.147 1.107 2.212
H -3.468 3.620 1.677
H -1.256 6.079 -1.680
O -0.139 3.568 -2.675
O 0.591 -3.856 -0.382
C -0.291 -6.494 -1.579
H 3.072 3.131 1.918
H -2.959 -2.730 -1.855
C 2.464 -0.300 1.277
C -1.743 3.735 0.436
H -3.274 5.178 0.828
H 2.826 4.936 2.082
H 0.058 -7.522 -1.445
C -2.740 4.369 1.342
H 5.061 -0.769 -0.955
H -3.281 -5.506 0.323
H 1.684 5.573 0.750
H 4.995 -1.344 0.735
C -2.308 -1.945 -1.474
Gd 1.290 2.421 -0.327
O 3.850 1.049 -1.775
C -1.522 4.102 -0.912
C -0.624 -3.654 -0.490
C -2.028 5.293 -1.625
H 3.708 3.818 -1.330
C 2.589 -1.454 2.207
H -2.503 -4.029 2.178
H 1.839 -1.368 2.994
H 0.568 -5.860 -1.813
H 4.011 -2.134 -0.502
H -2.236 4.778 2.226
H 3.595 -1.476 2.659
C -0.965 -6.031 -0.300
H -2.748 -2.584 1.151
H -0.223 -6.042 0.512
N -1.535 -4.682 -0.402
N -0.484 0.067 -0.739
H 1.469 3.782 2.426
N -0.600 3.284 -1.509
C 2.371 3.982 1.812
C -3.064 -3.616 1.333
H -1.000 -6.479 -2.414
H 2.052 4.798 -0.579
H -3.549 -0.265 -2.087
C 4.408 -1.165 -0.171
```

Density functional theory data (the ωB97M-V functional and the def2-TZVPD basis) for a structure of composition C19H34GeINO4RhSSi3.

Summary:
2S+1: 6
Frontier orbital gap (spin up / spin down), eV: 7.498 / 5.111
M, g mol⁻¹: 759.2
Relative energy (zero: lowest compared OMol25 entry of this formula, charge and spin), eV: 0.000
LUMO (spin up / spin down), eV: 0.22 / -3.18
HOMO (spin up / spin down), eV: -7.3 / -8.3

```
65
C19H34GeINO4RhSSi3 the ωB97M-V functional and the def2-TZVPD basis
H -0.719 1.428 3.308
C 0.187 1.988 3.073
H 0.854 -6.334 3.633
H -0.114 3.021 2.899
H 3.301 -0.053 -2.870
H 1.216 -0.995 2.649
H -2.474 -3.620 -0.972
C 2.822 4.098 -1.576
H -0.058 -0.973 1.420
H -0.986 -0.612 -2.133
C -2.542 -2.945 1.062
C -2.601 -1.559 0.710
H 3.376 1.245 2.422
H -2.301 -6.013 -0.369
H 1.643 -1.092 0.942
H -0.193 2.015 -4.053
H -2.494 -4.982 3.776
Ge -0.004 1.986 -0.426
Si 1.081 0.766 -2.347
Rh -2.457 1.505 -0.301
H 0.980 0.904 -4.772
C 0.952 -0.633 1.652
C 2.861 1.755 1.603
H 0.845 1.964 3.946
C -2.375 -5.261 0.406
H 0.373 -1.371 -1.301
H -2.618 -2.587 3.175
I -3.161 3.395 1.370
H 3.025 -0.188 -1.131
C -2.368 -5.649 1.742
C -0.621 -7.610 2.804
H 0.179 5.878 -2.622
C 0.821 1.629 -3.968
H 3.179 5.131 -1.549
O -0.392 -8.669 3.323
H 1.375 4.679 1.261
C -0.038 4.811 -2.511
C -2.623 -0.384 0.385
H 1.534 2.441 -4.109
C 0.707 5.014 0.467
C 0.085 -0.801 -2.185
O -3.734 2.136 -3.901
H -0.324 4.900 0.810
O -4.113 1.807 -1.787
Si 1.056 1.233 1.606
N -3.354 1.953 -2.780
C 2.884 0.459 -1.997
H 0.152 4.324 -3.466
H 3.370 1.489 0.676
H 3.453 1.374 -1.848
S -2.282 -7.371 2.155
Si 1.009 4.115 -1.144
H 1.224 -6.973 2.035
C -2.465 -3.922 0.067
H 3.419 3.524 -0.868
H 0.891 6.079 0.289
C -2.545 -3.340 2.403
C -2.472 -4.680 2.737
H 2.997 3.715 -2.581
C 0.433 -6.542 2.650
O -2.095 1.895 -2.488
H 0.287 -1.402 -3.079
H 0.077 -5.625 2.197
H -1.099 4.700 -2.283
H 2.975 2.828 1.762
```

Number 1: electronic energy -1523.4330 Eh. Number 2: electronic energy -2071.9633 Eh. Number 3: electronic energy -4327.1839 Eh. Number 4: electronic energy -2482.9642 Eh. Number 5: electronic energy -2147.8697 Eh. Number 6: electronic energy -2364.7166 Eh. Number 7: electronic energy -4851.7404 Eh.